{"formula": "C23H34F2N4O2", "method": "the ωB97M-V functional and the def2-TZVPD basis", "species": ["C", "N", "C", "O", "C", "C", "C", "O", "N", "C", "C", "N", "C", "C", "C", "C", "C", "C", "F", "C", "F", "C", "C", "C", "C", "C", "N", "C", "C", "C", "C", "H", "H", "H", "H", "H", "H", "H", "H", "H", "H", "H", "H", "H", "H", "H", "H", "H", "H", "H", "H", "H", "H", "H", "H", "H", "H", "H", "H", "H", "H", "H", "H", "H", "H"], "coordinates": [[0.7608, 2.1996, 1.0671], [0.7253, 1.3011, -0.0665], [-0.2168, 1.3463, -1.0295], [-0.1836, 0.6076, -2.0054], [-1.3720, 2.3172, -0.8437], [-2.5273, 1.6892, -0.0179], [-2.9695, 2.7299, 1.0110], [-2.1802, 3.1489, 1.8413], [-4.2326, 3.1730, 0.9664], [-5.2402, 2.6770, 0.0628], [-4.8881, 1.2371, -0.2845], [-3.5848, 1.2459, -0.9105], [-3.2749, 0.0333, -1.6590], [-3.2035, -1.2163, -0.8120], [-1.9980, -1.6464, -0.2660], [-1.9391, -2.7468, 0.5703], [-3.0857, -3.4572, 0.8790], [-4.2861, -3.0587, 0.3220], [-5.4081, -3.7512, 0.5945], [-4.3455, -1.9517, -0.5136], [-5.5334, -1.6085, -1.0560], [1.8442, 0.3851, -0.2483], [3.1771, 1.1180, -0.3878], [4.3576, 0.1173, -0.4423], [5.2950, 0.3455, 0.7610], [5.1652, 0.3502, -1.7265], [3.8470, -1.2388, -0.5409], [2.8833, -1.7773, 0.4071], [3.5371, -2.4661, 1.6185], [2.0694, -2.8324, -0.3595], [1.9574, -0.6436, 0.8747], [1.1780, 3.1718, 0.7874], [1.3893, 1.7650, 1.8399], [-0.2303, 2.3571, 1.4898], [-1.0328, 3.2382, -0.3740], [-1.7671, 2.5520, -1.8329], [-2.1280, 0.8503, 0.5841], [-4.4769, 3.8894, 1.6352], [-6.2178, 2.7320, 0.5466], [-5.2617, 3.2776, -0.8544], [-4.9229, 0.6254, 0.6344], [-5.6157, 0.8433, -0.9943], [-4.0543, -0.0779, -2.4170], [-2.3160, 0.1796, -2.1583], [-1.0941, -1.1228, -0.5330], [-0.9932, -3.0606, 0.9832], [-3.0659, -4.3178, 1.5279], [1.6405, -0.1435, -1.1838], [3.1541, 1.7205, -1.2963], [3.3154, 1.7935, 0.4571], [5.7713, 1.3202, 0.6817], [4.7511, 0.3099, 1.7015], [6.0742, -0.4147, 0.7816], [5.5134, 1.3785, -1.7780], [6.0309, -0.3083, -1.7582], [4.5417, 0.1410, -2.5912], [4.6066, -1.8930, -0.6814], [2.7718, -2.8463, 2.2915], [4.1488, -3.3034, 1.2875], [4.1694, -1.7791, 2.1738], [1.5074, -2.3676, -1.1639], [1.3789, -3.3441, 0.3060], [2.7375, -3.5703, -0.7965], [2.3702, -0.1770, 1.7712], [0.9756, -1.0460, 1.1268]], "forces_ev_per_a": [[-0.1, 0.3, 0.2], [0.3, -0.2, 0.0], [-0.2, 0.3, 0.0], [-0.1, -0.2, -0.4], [0.2, -0.1, 0.0], [0.3, 0.0, 0.0], [0.0, -0.1, 0.1], [0.2, 0.0, 0.1], [-0.4, 0.3, 0.2], [-0.1, -0.4, -0.3], [-0.2, 0.4, 0.0], [-0.2, 0.2, 0.0], [-0.1, 0.0, -0.2], [-0.2, -0.1, 0.1], [0.0, -0.1, 0.0], [0.0, 0.0, 0.0], [-0.2, 0.1, -0.1], [0.0, 0.0, 0.0], [0.1, 0.2, -0.1], [0.1, -0.1, 0.0], [0.1, -0.1, 0.1], [0.1, -0.2, -0.1], [-0.2, -0.2, -0.1], [0.4, 0.3, 0.0], [-0.2, -0.1, -0.2], [-0.2, 0.0, 0.2], [0.1, -0.2, -0.3], [-0.2, -0.4, 0.3], [-0.1, 0.2, -0.2], [0.1, 0.3, 0.2], [0.1, 0.1, -0.3], [0.0, 0.0, 0.1], [0.0, 0.0, 0.0], [0.1, 0.0, 0.0], [0.0, 0.0, 0.0], [0.1, 0.0, 0.1], [-0.1, 0.2, 0.0], [0.2, -0.1, 0.0], [0.1, 0.0, 0.0], [-0.1, -0.1, 0.1], [-0.1, 0.0, -0.1], [0.0, 0.0, 0.1], [0.1, 0.0, 0.0], [-0.1, -0.1, 0.0], [0.1, 0.1, -0.1], [0.1, 0.0, 0.0], [0.0, -0.1, 0.1], [0.0, 0.1, 0.2], [0.0, 0.1, 0.0], [0.0, 0.1, 0.0], [0.1, 0.1, 0.0], [0.0, 0.0, 0.1], [0.1, -0.1, 0.0], [0.1, 0.1, 0.0], [0.1, -0.1, 0.0], [-0.1, 0.0, -0.1], [0.0, 0.0, 0.0], [-0.1, -0.1, 0.1], [0.1, -0.1, 0.0], [0.1, 0.1, 0.1], [-0.1, 0.1, -0.1], [-0.1, -0.1, 0.1], [0.1, -0.1, -0.1], [0.0, 0.0, 0.1], [0.0, 0.0, 0.1]], "homo_energy_ev": -8.5, "lumo_ha": 0.0261, "e_tot_ev": -39894.505}



{"formula": "C44H51BN8S4Ti", "method": "the ωB97M-V functional and the def2-TZVPD basis", "species": ["Ti", "C", "C", "C", "C", "N", "N", "B", "N", "N", "C", "C", "C", "C", "C", "S", "C", "C", "C", "C", "N", "N", "C", "C", "C", "C", "C", "S", "C", "C", "C", "C", "C", "S", "C", "C", "C", "C", "H", "H", "H", "H", "H", "H", "H", "H", "H", "H", "H", "H", "H", "H", "H", "H", "H", "H", "H", "H", "H", "H", "H", "H", "H", "H", "H", "H", "H", "H", "H", "H", "H", "H", "H", "H", "H", "H", "H", "S", "C", "C", "C", "C", "C", "C", "C", "C", "C", "N", "H", "H", "H", "H", "H", "H", "C", "C", "C", "C", "C", "C", "C", "C", "N", "H", "H", "H", "H", "H", "H"], "coordinates": [[-0.0053, -1.5113, 0.3889], [4.0254, -0.3799, -2.1025], [2.9188, 0.6250, -2.1025], [2.6778, 1.4347, -3.1698], [1.6204, 2.3753, -3.1329], [0.9077, 2.5296, -2.0529], [1.1652, 1.7593, -0.9783], [0.2336, 2.1586, 0.2113], [0.8778, 2.0383, 1.6047], [1.7991, 3.0188, 1.6541], [2.4216, 3.2467, 2.7784], [2.0827, 2.5102, 3.9371], [1.1825, 1.4876, 3.8817], [0.8486, 0.6664, 5.0857], [0.6008, 1.2100, 2.6093], [-0.3615, -0.2343, 2.4590], [3.4590, 4.3539, 2.7954], [3.8434, 4.7492, 1.3707], [2.8353, 5.5535, 3.5226], [4.7090, 3.8812, 3.5467], [-0.3473, 3.5923, -0.0644], [0.1902, 4.7979, -0.1881], [-0.6249, 5.7321, -0.6276], [-1.9768, 5.4445, -0.9714], [-2.5079, 4.1877, -0.8661], [-3.8987, 3.7962, -1.2377], [-1.5845, 3.2517, -0.3723], [-1.6183, 1.5437, 0.0008], [-0.0909, 7.1469, -0.7781], [-0.8893, 8.0637, 0.1599], [-0.2763, 7.6066, -2.2312], [1.3898, 7.2179, -0.4163], [2.0633, 0.7733, -0.9706], [2.2255, -0.3058, 0.3825], [1.3153, 3.2768, -4.3172], [1.1565, 2.4245, -5.5817], [0.0321, 4.0694, -4.0820], [2.4966, 4.2419, -4.4858], [4.5875, -0.3180, -3.0319], [3.6283, -1.3891, -1.9920], [4.7040, -0.2141, -1.2652], [3.2934, 1.3569, -4.0562], [2.5626, 2.7483, 4.8770], [1.3311, 1.0828, 5.9669], [1.1822, -0.3638, 4.9558], [-0.2280, 0.6370, 5.2541], [2.9811, 5.0831, 0.7962], [4.2986, 3.9111, 0.8391], [4.5728, 5.5588, 1.4109], [1.9486, 5.9128, 2.9968], [3.5577, 6.3689, 3.5705], [2.5494, 5.3049, 4.5466], [5.1346, 2.9845, 3.0927], [4.5157, 3.6776, 4.6004], [5.4661, 4.6645, 3.5092], [-2.5954, 6.2521, -1.3417], [-4.4889, 4.6654, -1.5187], [-4.3956, 3.2994, -0.4028], [-3.8894, 3.1001, -2.0794], [-1.9536, 8.0770, -0.0802], [-0.5226, 9.0860, 0.0655], [-0.7760, 7.7589, 1.2017], [-1.3231, 7.6216, -2.5380], [0.2768, 6.9712, -2.9251], [0.1021, 8.6235, -2.3364], [1.5642, 6.9448, 0.6241], [1.7383, 8.2408, -0.5612], [1.9925, 6.5586, -1.0419], [0.3302, 1.7200, -5.4793], [2.0599, 1.8643, -5.8263], [0.9393, 3.0715, -6.4317], [-0.8260, 3.4096, -3.9385], [-0.1651, 4.7002, -4.9493], [0.1145, 4.7106, -3.2044], [3.4317, 3.7122, -4.6756], [2.6288, 4.8607, -3.5961], [2.3150, 4.9011, -5.3351], [0.9953, -2.2981, -3.8728], [-0.1139, -1.0053, -3.9874], [-0.5802, -0.6093, -2.7669], [-0.0310, -1.3578, -1.6852], [0.8529, -2.3103, -2.1644], [1.5793, -3.2529, -1.3112], [2.5093, -4.1848, -1.7490], [3.1273, -5.0069, -0.8226], [2.8029, -4.8976, 0.5241], [1.8616, -3.9613, 0.8941], [1.2751, -3.1556, 0.0012], [-0.3881, -0.6203, -4.9570], [-1.3016, 0.1871, -2.6446], [2.7422, -4.2676, -2.8020], [3.8553, -5.7365, -1.1510], [3.2603, -5.5279, 1.2721], [1.5537, -3.8379, 1.9252], [-1.2116, -2.9390, 1.3330], [-2.2813, -2.4871, 0.4243], [-2.4228, -3.0430, -0.8624], [-3.2860, -2.4923, -1.7848], [-4.0250, -1.3601, -1.4375], [-3.9536, -0.8294, -0.1561], [-3.0774, -1.3810, 0.7639], [-4.8120, -0.6791, -2.4327], [-5.3721, -0.1076, -3.2567], [-0.9039, -3.9707, 1.1892], [-1.4035, -2.7264, 2.3832], [-1.8337, -3.9103, -1.1361], [-3.3757, -2.9108, -2.7776], [-4.5634, 0.0220, 0.1126], [-3.0145, -0.9621, 1.7597]], "forces_ev_per_a": [[0.2, 0.3, 0.0], [0.0, 0.0, 0.0], [0.0, 0.1, 0.0], [0.0, 0.0, 0.0], [0.0, 0.0, 0.0], [0.1, -0.1, 0.0], [-0.2, 0.1, 0.0], [0.0, 0.0, 0.0], [0.0, 0.2, -0.3], [0.0, -0.1, 0.1], [0.0, 0.0, -0.1], [0.0, 0.0, 0.0], [0.0, 0.1, -0.1], [0.0, 0.0, 0.0], [-0.1, -0.2, 0.2], [-0.1, 0.2, -0.2], [0.0, -0.1, 0.0], [0.0, 0.0, 0.0], [0.0, 0.0, 0.0], [0.0, 0.0, 0.0], [0.1, 0.0, 0.0], [-0.1, -0.1, 0.0], [0.0, 0.0, -0.1], [0.0, 0.0, 0.0], [0.1, 0.0, 0.0], [0.0, 0.0, 0.0], [-0.1, -0.1, 0.0], [-0.1, 0.1, 0.0], [0.0, 0.0, 0.0], [0.0, 0.0, 0.0], [0.0, 0.0, 0.0], [0.0, 0.0, 0.0], [0.1, -0.1, 0.1], [-0.2, -0.1, -0.1], [0.0, -0.1, 0.0], [0.0, 0.0, 0.0], [0.0, 0.0, 0.0], [0.0, 0.0, 0.0], [0.0, 0.0, 0.0], [0.0, 0.0, 0.0], [0.0, 0.0, 0.0], [0.0, 0.0, 0.0], [0.0, 0.0, 0.0], [0.0, 0.0, 0.0], [0.0, 0.0, 0.0], [0.0, 0.0, 0.0], [0.0, 0.0, 0.0], [0.0, 0.0, 0.0], [0.0, 0.0, 0.0], [0.0, 0.0, 0.0], [0.0, 0.0, 0.0], [0.0, 0.0, 0.0], [0.0, 0.0, 0.0], [0.0, 0.0, 0.0], [0.0, 0.0, 0.0], [0.0, 0.0, 0.0], [0.0, 0.0, 0.0], [0.0, 0.0, 0.0], [0.0, 0.0, 0.0], [0.0, 0.0, 0.0], [0.0, 0.0, 0.0], [0.0, 0.0, 0.0], [0.0, 0.0, 0.0], [0.0, 0.0, 0.0], [0.0, 0.0, 0.0], [0.0, 0.0, 0.0], [0.0, 0.0, 0.0], [0.0, 0.0, 0.0], [0.0, 0.0, 0.0], [0.0, 0.0, 0.0], [0.0, 0.0, 0.0], [0.0, 0.0, 0.0], [0.0, 0.0, 0.0], [0.0, 0.0, 0.0], [0.0, 0.0, 0.0], [0.0, 0.0, 0.0], [0.0, 0.0, 0.0], [0.0, 0.1, -0.2], [0.0, 0.0, 0.0], [0.0, 0.0, 0.0], [0.2, 0.0, -0.1], [0.0, -0.1, 0.1], [-0.1, 0.1, 0.0], [0.0, 0.0, 0.0], [0.0, 0.0, 0.0], [0.0, 0.0, 0.0], [0.0, 0.0, 0.0], [0.1, -0.1, -0.1], [0.0, 0.0, 0.0], [0.0, 0.0, 0.0], [0.0, 0.0, 0.0], [0.0, 0.0, 0.0], [0.0, 0.0, 0.0], [0.0, 0.0, 0.0], [-0.2, -0.1, 0.2], [0.3, 0.0, 0.1], [0.0, 0.0, 0.0], [0.0, 0.0, 0.0], [-0.1, 0.1, -0.1], [0.1, -0.1, 0.1], [0.0, 0.0, -0.1], [0.0, -0.1, -0.1], [0.0, 0.1, 0.1], [0.0, 0.0, 0.0], [0.0, 0.0, 0.0], [0.0, 0.0, 0.0], [0.0, 0.0, 0.0], [0.0, 0.0, 0.0], [0.0, 0.0, 0.0]], "charge": 2, "de_lowest_kcal_mol": 3.59, "homo_energy_ev": -13.2, "lumo_ha": -0.2226, "e_tot_ev": -125499.569}



no.,HOMO-LUMO gap (eV)
1,9.229
2,7.150